Entry 1:
The following is a DFT calculation (ωB97M-V with the def2-TZVPD basis set) of a single C17H24Cl2O4 molecule in a non-equilibrium geometry.

```
47
Properties=species:S:1:pos:R:3:forces:R:3
C -4.167627 1.046505 -0.426566 -0.965 -0.515 0.237
O -2.781754 1.003299 -0.832752 -0.945 0.534 -0.437
C -2.606707 1.495944 -2.189885 -0.648 0.279 -0.745
C -1.876540 0.462407 -3.172481 0.749 0.059 0.199
C -2.324041 -1.066202 -2.988411 0.197 -0.826 -0.085
C -1.071160 -2.104054 -3.039714 0.723 0.898 -0.291
C -0.139254 -2.008458 -1.735193 -0.890 0.586 0.287
C -0.733619 -2.764020 -0.441630 1.354 0.369 -0.113
C 0.061238 -2.172505 0.837374 -0.809 0.005 -0.292
C -0.448669 -0.691703 1.258588 -0.497 -0.712 0.593
C 0.624814 0.099184 2.152440 0.250 -0.177 -0.543
C 1.400137 1.263468 1.392663 2.156 1.820 0.981
C 2.469360 2.044664 1.905390 -0.412 -0.298 0.020
C 3.209418 2.040267 3.302954 0.858 -2.654 -0.406
Cl 3.075968 3.483761 4.421004 -0.002 -1.766 -1.803
C 3.975382 0.904032 3.648359 -1.266 2.039 -0.259
C 4.168459 -0.398295 2.755700 0.383 0.229 0.687
Cl 4.832645 0.977155 5.283270 -0.927 -0.505 -2.194
C 2.934813 3.088417 0.780661 0.981 -0.047 0.904
O 4.045805 3.557840 0.513327 -4.743 -1.481 0.914
O 1.661089 3.287394 0.106506 2.026 -1.572 -1.297
C 1.212904 1.913039 -0.052685 -1.150 -1.064 -1.451
O 0.835817 1.452837 -1.139358 1.215 1.845 4.293
H -4.290815 0.992904 0.720419 0.646 -0.032 -1.817
H -4.714346 0.138054 -0.888567 0.649 1.384 0.704
H -4.717016 1.997800 -0.754566 0.944 -1.195 0.303
H -3.647932 1.714098 -2.643231 1.514 -0.377 0.691
H -2.080850 2.510285 -2.108935 -0.428 -1.497 -0.339
H -2.066111 0.843573 -4.247551 0.197 -0.725 1.675
H -0.729706 0.491144 -3.041133 -1.799 0.186 0.005
H -3.028480 -1.362408 -3.840637 0.796 0.415 1.299
H -2.849227 -1.255574 -1.982549 0.625 0.568 -1.521
H -1.412981 -3.174331 -3.233030 0.324 1.400 0.321
H -0.410366 -1.782691 -3.931715 -1.060 -0.616 1.197
H 0.952852 -2.327202 -1.926358 -1.792 0.221 0.221
H -0.086953 -0.893766 -1.457961 0.038 -1.563 -0.472
H -1.858705 -2.635958 -0.307532 1.459 -0.025 -0.288
H -0.504482 -3.883656 -0.537515 -0.434 1.521 0.208
H 1.169080 -2.108393 0.571360 -1.336 -0.297 0.422
H -0.120999 -2.918463 1.702269 0.617 1.395 -1.132
H -1.386944 -0.875222 1.910031 1.429 0.495 -1.039
H -0.788448 -0.058423 0.374157 0.515 -0.959 1.087
H 0.107086 0.534934 3.075507 0.886 -0.345 -1.340
H 1.410306 -0.656132 2.532980 -1.188 1.246 -0.503
H 3.464722 -0.449665 1.848283 1.214 0.430 1.470
H 5.271687 -0.442328 2.419220 -1.798 0.053 0.480
H 3.960151 -1.313554 3.407492 0.345 1.272 -0.832
```
Forces are in eV/Å.

The value obtained for the LUMO energy is -0.95 eV. As for the strongest force on any atom: 5.1 eV/Å.

Entry 2:
The following is a DFT calculation (ωB97M-V with the def2-TZVPD basis set) of a single C20H27N3OS molecule.

```
52
Properties=species:S:1:pos:R:3:forces:R:3
C 5.186892 -1.375032 0.485815 -0.079 -0.009 0.037
C 3.728543 -1.664897 0.299885 0.000 -0.021 0.022
C 3.238692 -2.055651 -0.938699 -0.069 0.047 0.090
C 1.898074 -2.315251 -1.135226 -0.097 0.031 0.015
C 0.991717 -2.198238 -0.079982 0.273 -0.057 -0.029
C 1.483736 -1.806835 1.165149 -0.168 -0.004 -0.086
C 2.830150 -1.543501 1.363801 0.068 -0.050 -0.161
C 3.311666 -1.120498 2.717925 -0.028 -0.030 -0.053
H 2.483950 -1.049916 3.418623 -0.018 0.022 0.076
H 4.035697 -1.836516 3.105711 0.078 -0.004 0.090
H 3.802886 -0.149743 2.664963 0.062 0.085 0.065
H 0.810188 -1.704801 2.002162 -0.091 0.025 0.115
N -0.338648 -2.515496 -0.297150 -0.213 -0.206 -0.368
H -0.572231 -2.588761 -1.278300 -0.021 -0.019 0.095
C -1.407406 -1.985083 0.515521 -0.086 0.344 0.118
C -2.749567 -2.547305 0.026829 0.009 0.000 0.263
H -2.720614 -2.658789 -1.060164 0.031 -0.039 -0.057
C -3.884486 -1.591590 0.384494 0.170 -0.043 -0.110
C -3.709370 -0.279260 -0.388975 -0.359 0.078 -0.142
N -2.299641 -0.000726 -0.613565 -0.204 -0.240 0.108
C -1.907441 0.388261 -1.849096 0.424 -0.102 -0.056
O -2.719913 0.591364 -2.735355 -0.128 0.207 -0.368
C -0.427660 0.629669 -2.107689 -0.084 0.123 -0.161
H 0.228894 -0.013944 -1.525381 0.037 -0.017 0.019
H -0.265754 0.423805 -3.167352 -0.068 -0.085 0.079
C -0.085906 2.110867 -1.854725 -0.022 -0.177 -0.081
C -0.137268 2.462208 -0.410421 -0.099 0.274 0.334
C 0.854934 2.346594 0.526225 -0.333 0.036 -0.697
N 0.490035 2.705149 1.785778 0.525 -0.057 0.764
C -0.729912 3.088825 1.844856 -0.853 0.140 -0.489
S -1.587530 3.053446 0.336756 0.745 -0.088 0.317
H -1.212794 3.416127 2.743650 -0.152 0.108 0.279
C 2.248390 1.878493 0.276440 -0.077 -0.028 -0.097
H 2.278897 0.798163 0.136098 0.075 -0.106 -0.037
H 2.860542 2.133151 1.136311 0.095 0.009 0.025
H 2.661046 2.350167 -0.613258 0.111 -0.001 -0.068
H -0.792879 2.727429 -2.413392 0.118 0.002 -0.100
H 0.920675 2.306523 -2.232962 -0.072 0.045 -0.025
C -1.465783 -0.434020 0.476750 0.319 -0.324 0.213
H -0.458383 -0.029658 0.400344 -0.098 0.045 0.052
H -1.901819 -0.052953 1.405687 0.071 0.058 -0.011
H -4.179721 -0.337779 -1.373259 0.021 0.018 0.197
H -4.162088 0.556426 0.157259 -0.032 -0.013 -0.062
H -3.880090 -1.410277 1.460829 -0.058 -0.027 0.052
H -4.846113 -2.035571 0.127737 -0.029 0.038 0.075
H -2.920375 -3.533783 0.457199 0.039 -0.043 -0.079
H -1.233228 -2.299622 1.550314 -0.089 0.026 -0.036
H 1.541468 -2.615921 -2.110758 -0.045 -0.041 -0.109
H 3.920478 -2.152653 -1.771791 0.082 -0.010 -0.078
H 5.729640 -1.532114 -0.442944 0.076 0.007 -0.028
H 5.614854 -2.023585 1.249809 0.131 -0.002 0.054
H 5.338828 -0.343651 0.804574 0.112 0.072 0.035
```
Forces are in eV/Å.

As for the relative energy (zero: lowest compared OMol25 entry of this formula, charge and spin): 17.1 kcal/mol. The value obtained for the LUMO energy is 0.67 eV. As for the strongest force on any atom: 1.0 eV/Å.

Entry 3:
The following is a DFT calculation (ωB97M-V with the def2-TZVPD basis set) of 2 unconnected molecules or ions with the total composition C4H10O2S in a non-equilibrium geometry.

```
17
Properties=species:S:1:pos:R:3:forces:R:3
O 2.949777 -1.704625 -1.106640 -0.095 -0.199 -0.283
C 2.312896 -1.484952 -0.115451 0.083 0.723 0.422
C 0.822105 -1.205651 -0.090629 0.004 -1.324 -0.596
C 0.477873 0.088016 -0.800983 -1.064 0.599 -0.256
C -1.024431 0.304582 -0.972748 -1.062 0.754 0.700
S -1.526723 1.879858 -1.788504 0.486 0.108 -0.356
H 2.835564 -1.379550 0.857951 -0.034 -0.188 0.020
H 0.464111 -1.270136 0.930985 -0.073 0.438 0.262
H 0.352259 -2.067885 -0.598829 0.089 0.338 -0.065
H 0.888840 0.938708 -0.254235 0.107 0.046 -0.195
H 0.804349 0.108745 -1.835127 0.911 -0.165 0.027
H -1.569717 0.447302 -0.035584 0.274 -0.752 0.138
H -1.536656 -0.459849 -1.550066 0.308 -0.378 0.151
H -2.311224 2.336318 -0.807955 0.040 0.000 0.032
H -1.768582 1.130091 3.324947 0.229 -0.059 0.583
H -1.254868 1.218253 1.969092 0.658 0.008 0.035
O -0.915573 1.120775 2.873777 -0.861 0.051 -0.619
```
Forces are in eV/Å.

As for the relative energy (zero: lowest compared OMol25 entry of this formula, charge and spin): 32.8 kcal/mol. The value obtained for the LUMO energy is 0.32 eV. As for the strongest force on any atom: 1.5 eV/Å.

Entry 4:
The following is a DFT calculation (ωB97M-V with the def2-TZVPD basis set) of a single C21H25N3O5S molecule.

```
55
Properties=species:S:1:pos:R:3:forces:R:3
C 3.215814 2.364793 2.546567 0.063 -0.033 -0.007
C 3.418334 1.416520 1.423458 -0.019 -0.267 -0.437
N 4.538002 0.739463 1.327224 0.352 0.256 0.742
N 4.443388 -0.040523 0.236300 -0.806 0.256 -0.133
C 3.267512 0.140620 -0.403585 -0.268 0.371 0.170
C 2.550067 1.084609 0.339407 0.733 -0.461 -0.002
C 1.244413 1.560339 0.006455 -0.400 0.256 0.042
C 0.499526 2.444053 0.692809 0.336 -0.255 -0.102
C -0.824054 2.874479 0.264153 -0.435 0.281 0.098
O -1.511321 3.670502 0.863664 0.231 -0.151 -0.092
O -1.233347 2.276422 -0.883650 0.153 -0.237 -0.037
C -2.491728 2.667607 -1.406156 -0.381 0.499 -0.147
H -2.322078 3.213644 -2.340092 -0.082 -0.169 0.186
H -2.994462 3.331496 -0.690237 0.062 -0.148 -0.185
C -3.371551 1.469562 -1.745703 0.258 0.140 -0.004
O -3.797886 1.330751 -2.877606 0.022 0.188 -0.337
N -3.665626 0.600079 -0.748563 -0.247 -0.194 0.048
C -3.193583 0.755760 0.610624 0.282 0.209 0.195
H -3.242985 1.800419 0.916604 0.021 -0.039 0.040
H -3.815367 0.182362 1.293912 0.067 0.157 -0.019
H -2.157132 0.420371 0.711290 -0.035 -0.022 0.111
C -4.453487 -0.567565 -1.114497 0.148 0.102 -0.733
C -5.646606 -0.796109 -0.206308 0.374 -0.475 0.419
H -6.477447 -1.247926 -0.738280 -0.046 -0.080 -0.027
H -5.973786 0.096769 0.315207 -0.034 0.017 0.125
S -5.094279 -2.038386 1.022602 -0.061 -0.080 0.240
O -4.889234 -1.421058 2.306782 0.163 0.223 0.097
O -5.960914 -3.180883 0.974524 -0.123 -0.287 -0.390
C -3.484179 -2.437618 0.251545 -0.654 0.228 0.182
C -3.618738 -1.867823 -1.142996 0.062 0.151 -0.388
H -2.648290 -1.662811 -1.596541 -0.039 -0.054 -0.029
H -4.144065 -2.585807 -1.774752 0.034 -0.022 -0.045
H -2.709033 -1.966697 0.845788 0.025 0.067 0.093
H -3.370285 -3.515870 0.265154 -0.058 -0.088 0.110
H -4.786335 -0.351994 -2.137931 0.013 -0.144 0.366
H 0.831442 2.900981 1.609431 0.030 0.038 0.079
H 0.822618 1.151996 -0.903383 -0.100 0.028 -0.055
C 2.909941 -0.506638 -1.690962 -0.046 -0.052 -0.027
H 3.805541 -0.763644 -2.253002 -0.042 -0.014 -0.068
H 2.328525 -1.415157 -1.527645 0.009 -0.060 -0.066
H 2.305752 0.172995 -2.288397 -0.005 -0.005 -0.043
C 5.524153 -0.874954 -0.088882 0.639 -0.397 -0.127
C 6.813032 -0.399358 0.131344 -0.132 0.058 -0.040
C 7.900585 -1.197236 -0.166764 -0.022 -0.027 -0.005
C 7.711506 -2.469084 -0.683404 0.033 -0.078 -0.015
C 6.428035 -2.948826 -0.881061 0.073 -0.026 -0.056
C 5.330948 -2.161324 -0.579459 -0.086 0.189 0.099
H 4.334968 -2.556607 -0.699110 -0.108 -0.016 -0.002
H 6.276361 -3.947155 -1.263355 -0.017 -0.077 -0.023
H 8.562206 -3.089473 -0.920843 0.072 -0.056 -0.016
H 8.899512 -0.824838 0.002198 0.078 0.044 0.016
H 6.937967 0.590046 0.541639 0.018 0.070 0.021
H 3.040436 3.371348 2.170032 -0.046 0.093 0.050
H 4.107845 2.366187 3.167255 0.005 0.039 0.055
H 2.362046 2.065033 3.152331 -0.063 0.056 0.073
```
Forces are in eV/Å.

As for the relative energy (zero: lowest compared OMol25 entry of this formula, charge and spin): 68.7 kcal/mol. The value obtained for the LUMO energy is -0.01 eV. As for the strongest force on any atom: 0.9 eV/Å.

Entry 5:
The following is a DFT calculation (ωB97M-V with the def2-TZVPD basis set) of 2 unconnected molecules or ions with the total composition C4H9NO.

```
15
Properties=species:S:1:pos:R:3:forces:R:3
C -0.721648 -0.133253 -0.217918 0.014 -0.042 0.124
C -0.693333 1.373748 -0.177836 0.042 0.158 0.258
O -0.589673 2.020559 0.838311 -0.062 -0.246 -0.484
C 0.596835 -0.637834 -0.784867 -0.087 0.129 -0.205
C 1.874431 -0.332719 -0.097784 0.174 0.222 0.044
N 1.278782 -1.663670 -0.004276 0.059 -0.272 -0.063
H -3.143426 0.547520 2.044207 0.060 0.040 0.005
H -1.557806 -0.483966 -0.836572 0.112 0.089 0.096
H -0.842113 -0.516673 0.798648 0.037 0.068 -0.128
H -0.720251 1.882798 -1.165533 -0.005 0.001 0.101
H -2.508282 0.931457 1.974287 -0.126 -0.049 0.049
H 0.640100 -0.720707 -1.870904 0.019 0.006 0.185
H 1.860212 0.246167 0.824365 -0.036 -0.126 -0.156
H 2.763458 -0.196636 -0.710810 -0.154 -0.038 0.104
H 1.762712 -2.316788 -0.613319 -0.048 0.060 0.068
```
Forces are in eV/Å.

As for the relative energy (zero: lowest compared OMol25 entry of this formula, charge and spin): 74.0 kcal/mol. The value obtained for the LUMO energy is 0.96 eV. As for the strongest force on any atom: 0.5 eV/Å.

Entry 6:
The following is a DFT calculation (ωB97M-V with the def2-TZVPD basis set) of 3 unconnected molecules or ions with the total composition C4H10OS2 in a non-equilibrium geometry.

```
17
Properties=species:S:1:pos:R:3:forces:R:3
C 2.304805 -0.445665 -0.168923 -1.991 1.772 0.172
C 2.668761 -1.698940 -0.669769 -0.413 0.936 1.786
O 4.717538 -0.109437 2.242996 -0.153 -0.429 0.308
C 3.033838 0.779294 0.032412 0.852 -2.220 -3.773
S -1.506301 0.084455 0.504682 -1.267 0.226 -1.053
S -3.414518 0.190956 -0.241760 0.549 -0.259 0.488
C -3.361496 0.623393 -2.010762 1.498 1.137 0.162
H 3.922744 0.967514 -0.642200 -0.406 -0.685 1.223
H 1.176257 -0.265753 0.005143 1.787 -0.804 0.356
H 1.985353 -2.549571 -0.420275 0.729 0.843 -0.946
H 3.702503 -1.844261 -0.953711 -0.016 -0.395 -0.083
H 5.443556 0.497152 2.108822 0.124 0.245 -0.157
H 4.054401 0.073221 1.559000 0.228 0.087 0.132
H 2.606345 1.718476 0.234851 -1.055 0.651 1.049
H -2.314168 0.476138 -2.236830 0.192 -0.584 -0.550
H -3.434545 1.700445 -2.182173 -0.482 0.094 0.449
H -4.025114 0.147068 -2.721099 -0.176 -0.616 0.436
```
Forces are in eV/Å.

As for the relative energy (zero: lowest compared OMol25 entry of this formula, charge and spin): 146.1 kcal/mol. The value obtained for the LUMO energy is -3.76 eV. As for the strongest force on any atom: 4.5 eV/Å.

Asked for frontier orbital gap across the records above, the calculation gives 8.715, 8.454, 9.707, 8.618, 10.829, 2.792 eV in order.